# 1
DFT (ωB97M-V/def2-TZVPD) results for C30H75InN5Na2O14P as an isolated structure at a distorted geometry.

The geometry in XYZ format:
```
128
C30H75InN5Na2O14P | OMol25 | ωB97M-V/def2-TZVPD
In -0.470 3.087 -2.444
Na 0.333 -1.479 -2.529
Na 0.230 -1.135 1.807
P 0.172 0.398 -0.514
O 0.877 -0.984 -0.347
O 1.144 1.623 -0.775
O -0.664 0.677 0.737
O -0.759 0.381 -1.763
C -0.433 1.649 3.940
O -0.224 0.274 4.063
C -1.041 -0.374 5.043
C -0.653 -1.846 5.105
N -0.755 -2.555 3.814
C -0.143 -3.865 3.947
C -0.231 -4.653 2.658
O 0.622 -3.945 1.730
C 0.640 -4.452 0.424
H -1.464 1.926 3.689
H 0.151 2.054 3.113
H -0.102 2.178 4.838
H -2.059 -0.319 4.634
H -0.894 0.162 5.981
H -1.308 -2.308 5.853
H 0.387 -1.875 5.443
H -1.777 -2.649 3.797
H -0.633 -4.472 4.724
H 0.888 -3.806 4.298
H -1.198 -4.777 2.163
H 0.278 -5.614 2.800
H 1.205 -5.384 0.348
H 1.114 -3.698 -0.212
H -0.352 -4.530 -0.037
C 2.417 4.978 -1.270
O 1.692 4.300 -2.275
C 2.518 4.130 -3.413
C 1.744 3.490 -4.528
N 1.425 2.093 -4.222
C 0.927 1.422 -5.420
C 0.359 0.025 -5.159
O 1.265 -0.900 -4.582
C 2.268 -1.377 -5.509
H 1.862 5.058 -0.338
H 2.551 6.033 -1.537
H 3.399 4.547 -1.056
H 3.350 3.477 -3.117
H 3.003 5.049 -3.756
H 2.364 3.589 -5.433
H 0.895 4.101 -4.849
H 2.323 1.659 -4.010
H 1.697 1.418 -6.201
H 0.126 1.997 -5.893
H -0.054 -0.335 -6.110
H -0.529 0.100 -4.525
H 3.217 -1.465 -4.991
H 2.390 -0.615 -6.275
H 1.937 -2.313 -5.953
C 5.644 0.394 -3.923
O 4.355 0.856 -3.572
C 3.943 0.429 -2.294
C 4.402 1.404 -1.201
N 3.708 1.227 0.085
C 3.574 -0.139 0.576
C 4.931 -0.803 0.871
O 4.894 -1.931 1.676
C 4.462 -3.113 1.004
H 6.416 0.444 -3.148
H 6.082 1.029 -4.695
H 5.558 -0.629 -4.302
H 4.206 -0.617 -2.102
H 2.849 0.396 -2.257
H 4.144 2.441 -1.418
H 5.486 1.378 -1.059
H 2.716 1.444 -0.197
H 3.126 -0.710 -0.255
H 2.868 -0.131 1.394
H 5.552 -0.030 1.326
H 5.402 -1.033 -0.092
H 4.957 -3.170 0.031
H 3.378 -3.050 0.867
H 4.708 -3.961 1.633
C -0.409 6.917 -1.996
O -0.470 5.744 -1.192
C -1.064 5.896 0.059
C -0.818 4.567 0.712
N -1.525 3.577 -0.070
C -2.960 3.599 -0.143
C -3.356 2.433 -1.057
O -2.948 2.740 -2.383
C -3.108 1.614 -3.238
H -0.204 6.601 -3.019
H 0.387 7.574 -1.646
H -1.375 7.424 -2.039
H -2.114 6.192 -0.005
H -0.541 6.708 0.579
H -1.139 4.583 1.763
H 0.258 4.432 0.825
H -1.217 2.632 0.201
H -3.382 4.502 -0.587
H -3.419 3.498 0.849
H -4.433 2.254 -1.028
H -2.852 1.538 -0.682
H -4.171 1.533 -3.470
H -2.618 0.719 -2.853
H -2.611 1.807 -4.193
C -2.379 -2.240 -0.116
O -3.375 -2.613 0.811
C -3.683 -1.570 1.721
C -4.706 -2.127 2.707
N -4.074 -3.135 3.540
C -4.959 -3.812 4.477
C -4.513 -5.204 4.893
O -4.831 -6.085 3.836
C -4.477 -7.416 4.149
H -2.214 -3.005 -0.870
H -1.418 -1.991 0.370
H -2.648 -1.299 -0.610
H -4.086 -0.702 1.186
H -2.760 -1.256 2.223
H -5.576 -2.469 2.133
H -5.077 -1.277 3.289
H -3.774 -3.823 2.845
H -6.010 -3.973 4.204
H -5.049 -3.180 5.366
H -5.045 -5.532 5.792
H -3.446 -5.235 5.157
H -4.753 -7.705 5.167
H -3.415 -7.631 4.000
H -5.032 -8.080 3.487
```

## Properties
- gap between HOMO and LUMO (eV) = 2.86
- net charge = +2
- ΔE to the lowest compared entry with this formula, charge and spin (kcal per mole) = 0.0
- E_HOMO (eV) = -12.06

# 2
DFT (ωB97M-V/def2-TZVPD) results for a 2-piece molecular cluster, C16H29N4O7 overall at a distorted geometry.

The geometry in XYZ format:
```
56
C16H29N4O7 | OMol25 | ωB97M-V/def2-TZVPD
O -1.079 -1.917 3.275
O -0.901 -5.788 0.996
O -0.760 5.599 2.108
O 3.333 6.075 -1.487
O -0.261 3.120 -1.773
O 3.752 3.932 0.254
O 1.664 4.716 0.556
C -1.583 -2.591 2.393
C -1.661 -5.086 0.345
C 1.583 -1.674 -1.019
C 0.329 -2.154 -1.273
C 0.455 -0.120 -2.138
N 1.652 -0.418 -1.591
N -2.783 -5.551 -0.219
N -0.855 -2.931 1.330
N -0.368 -1.174 -1.961
C -3.038 -3.007 2.489
C -3.258 -6.934 -0.114
C 2.203 1.702 0.533
C -0.512 4.295 1.583
C 2.656 4.831 -1.705
C 0.291 4.395 0.279
C 0.311 3.044 -0.457
C 2.493 4.049 -0.383
C 1.798 2.699 -0.572
C -0.161 -3.543 -0.936
C -1.296 -3.612 0.101
H -1.101 5.559 3.018
H 4.137 5.920 -0.960
H -1.040 3.710 -1.774
H 3.718 4.512 1.037
H 2.387 -2.208 -0.520
H 0.203 0.811 -2.645
H 2.469 0.191 -1.580
H -3.358 -4.909 -0.738
H 0.123 -2.711 1.426
H -1.318 -1.251 -2.304
H -3.465 -2.566 3.390
H -3.590 -2.656 1.621
H -3.097 -4.091 2.573
H -2.552 -7.550 0.449
H -4.221 -6.962 0.399
H -3.375 -7.369 -1.108
H 3.215 1.325 0.354
H 1.515 0.856 0.594
H 2.191 2.192 1.512
H -1.473 3.803 1.397
H 0.042 3.695 2.312
H 1.678 5.023 -2.157
H 3.235 4.227 -2.409
H -0.149 5.173 -0.353
H -0.229 2.287 0.124
H 2.034 2.286 -1.555
H 0.683 -4.131 -0.564
H -0.496 -4.023 -1.858
H -2.173 -3.101 -0.295
```

## Properties
- gap between HOMO and LUMO (eV) = 8.99
- net charge = +1
- E_HOMO (eV) = -12.22

# 3
DFT (ωB97M-V/def2-TZVPD) results for C30H34F4N5OSTi as an isolated structure.

The geometry in XYZ format:
```
76
C30H34F4N5OSTi | OMol25 | ωB97M-V/def2-TZVPD
Ti 0.878 0.410 -0.214
C -1.191 3.881 -0.822
C 0.220 3.457 -1.195
N 1.028 2.653 -0.203
C 0.995 3.305 1.158
C -0.214 3.051 2.040
C 2.442 2.787 -0.700
C 3.380 1.882 0.080
N 2.633 0.657 0.388
C 3.055 -0.073 1.520
C 2.091 -0.368 2.471
F 0.810 0.072 2.179
C 2.362 -1.044 3.638
F 1.374 -1.310 4.481
C 3.663 -1.438 3.893
C 4.648 -1.147 2.964
F 5.892 -1.518 3.182
C 4.358 -0.473 1.781
F 5.311 -0.219 0.892
H -1.671 4.251 -1.729
H -1.191 4.705 -0.113
H -1.803 3.080 -0.417
H 0.796 4.365 -1.393
H 0.221 2.890 -2.125
H 1.123 4.379 0.991
H 1.881 2.964 1.692
H -1.146 3.432 1.638
H -0.037 3.565 2.985
H -0.337 1.999 2.286
H 2.758 3.829 -0.614
H 2.448 2.535 -1.760
H 3.729 2.342 1.006
H 4.268 1.655 -0.514
H 3.913 -1.965 4.805
N -1.179 0.782 -2.853
C 0.126 0.498 -3.193
C 0.427 0.452 -4.561
C 1.701 0.156 -4.971
C 2.684 -0.113 -4.009
C 2.339 -0.038 -2.695
N 1.077 0.293 -2.262
C -1.890 0.638 -1.672
C -3.285 0.686 -1.750
C -4.024 0.564 -0.599
C -3.368 0.364 0.619
C -2.002 0.324 0.615
N -1.252 0.484 -0.508
H -1.769 0.950 -3.655
H -0.357 0.640 -5.283
H 1.937 0.119 -6.026
H 3.695 -0.372 -4.288
H 3.063 -0.232 -1.917
H -3.767 0.821 -2.709
H -5.104 0.611 -0.642
H -3.911 0.249 1.546
H -1.460 0.159 1.536
C -5.410 -3.567 1.306
C -3.943 -3.305 1.169
C -3.340 -3.266 -0.098
C -1.980 -3.090 -0.237
C -1.204 -2.938 0.914
C -1.778 -2.949 2.185
C -3.144 -3.134 2.301
S 0.526 -2.746 0.874
C 1.094 -3.998 -0.257
O 0.794 -1.428 0.020
H -5.956 -3.301 0.403
H -5.835 -3.032 2.154
H -5.574 -4.633 1.485
H -3.954 -3.404 -0.979
H -1.532 -3.085 -1.223
H -1.162 -2.836 3.070
H -3.595 -3.168 3.284
H 0.580 -3.909 -1.210
H 0.874 -4.957 0.214
H 2.170 -3.877 -0.367
```

## Properties
- gap between HOMO and LUMO (spin up / spin down) (eV) = 7.17 / 7.17
- net charge = +3
- ΔE to the lowest compared entry with this formula, charge and spin (kcal per mole) = 3.1
- E_HOMO (spin up / spin down) (eV) = -17.22 / -17.22